# H3NO3Si

A molecular structure, H3NO3Si in a non-equilibrium geometry (the ωB97M-V functional and the def2-TZVPD basis, the OMol25 dataset).

Geometry (Å):
N -1.3782 -0.2719 0.0203
O -0.6244 0.7591 0.2213
O -2.5464 -0.1490 0.0015
O -0.6954 -1.2901 -0.1447
Si 0.9888 0.2372 0.0610
H 1.3178 0.3880 -1.4342
H 1.3173 1.3917 0.8989
H 1.6204 -1.0650 0.3760

Summary:
- Total charge: 0
- Relative energy (zero: lowest compared OMol25 entry of this formula, charge and spin): 55.5 kcal/mol
- Multiplicity: 1
- Energy: -571.62559 Eh
- Frontier orbital gap: 11.49 eV